Entry 1:
Entry from OMol25: 2 unconnected molecules or ions with the total composition C4H15N2O7P2 in a non-equilibrium geometry (ωB97M-V with the def2-TZVPD basis set).

Cartesian coordinates (Å):
N1 0.75 -3.38 0.83
P1 -0.41 -2.54 1.63
O1 -1.83 -3.55 1.67
O2 0.25 -2.18 3.22
C1 -0.65 -0.89 0.65
C2 -1.66 -1.04 -0.65
O3 -2.08 0.23 -1.25
C3 -1.19 1.35 -0.88
P2 0.48 1.33 -1.85
O4 0.69 -0.06 -2.65
O5 1.87 1.47 -0.76
O6 0.54 2.57 -3.12
C4 -0.99 1.53 0.76
N2 -1.27 0.22 1.52
H1 0.38 -4.31 0.53
H2 -1.52 -4.44 2.08
H3 0.91 -1.42 3.10
H4 0.45 -0.55 0.35
H5 -2.65 -1.56 -0.23
H6 -1.25 -1.72 -1.50
H7 -1.74 2.34 -1.24
H8 2.15 0.50 -0.64
H9 0.20 2.13 -3.97
H10 -1.86 2.27 1.09
H11 0.06 1.95 1.06
H12 -0.90 0.23 2.50
H13 -2.31 0.09 1.45
O7 4.52 3.47 -1.47
H14 5.11 3.28 -0.72
H15 3.95 2.69 -1.53

2S+1   1
Net charge   +1
HOMO   -12.6 eV
Energy above the lowest of the compared OMol25 structures with the same formula, charge and spin   519.57 kJ/mol

=====

Entry 2:
Entry from OMol25: 21 unconnected molecules or ions with the total composition C32H35Cl60N6O in a non-equilibrium geometry (ωB97M-V with the def2-TZVPD basis set).

Cartesian coordinates (Å):
C1 8.06 -1.61 -3.52
C2 7.63 -0.28 -4.16
C3 6.56 0.53 -3.38
C4 6.62 0.29 -1.85
C5 5.16 0.39 -3.87
N1 4.28 1.40 -3.85
C6 3.11 0.97 -4.31
N2 1.96 1.67 -4.42
N3 3.26 -0.33 -4.62
N4 2.31 -1.21 -5.12
C7 2.31 -1.29 -6.36
O1 2.29 -1.29 -7.51
N5 4.53 -0.70 -4.35
C8 5.00 -2.06 -4.55
C9 4.77 -2.97 -3.55
C10 5.23 -4.27 -3.73
C11 5.88 -4.57 -4.93
C12 6.00 -3.53 -5.87
N6 5.58 -2.27 -5.72
H1 7.26 -2.16 -3.03
H2 8.90 -1.46 -2.85
H3 8.45 -2.26 -4.32
H4 8.52 0.35 -4.19
H5 7.29 -0.42 -5.19
H6 6.81 1.58 -3.52
H7 6.14 1.14 -1.36
H8 7.66 0.25 -1.53
H9 6.14 -0.65 -1.58
H10 1.50 2.08 -3.62
H11 1.55 1.85 -5.32
H12 4.25 -2.68 -2.64
H13 5.11 -5.03 -2.97
H14 6.26 -5.56 -5.08
H15 6.47 -3.73 -6.82
C13 -2.15 0.91 -3.82
Cl1 -0.99 -0.15 -4.62
Cl2 -1.33 1.94 -2.63
Cl3 -3.01 1.88 -4.99
H16 -2.86 0.29 -3.29
C14 -3.17 0.22 0.13
Cl4 -4.43 0.17 1.34
Cl5 -1.58 -0.08 0.82
Cl6 -3.52 -0.95 -1.16
H17 -3.17 1.21 -0.31
C15 -6.93 3.28 1.84
Cl7 -5.22 3.70 1.97
Cl8 -7.90 4.47 2.70
Cl9 -7.41 3.14 0.15
H18 -7.08 2.32 2.32
C16 8.93 -0.31 1.38
Cl10 9.83 -1.10 0.08
Cl11 8.99 1.44 1.19
Cl12 7.27 -0.88 1.43
H19 9.40 -0.56 2.32
C17 -6.96 1.96 -4.26
Cl13 -7.78 0.64 -5.08
Cl14 -8.12 3.01 -3.44
Cl15 -5.76 1.35 -3.12
H20 -6.44 2.55 -5.01
C18 -6.58 1.32 5.53
Cl16 -7.91 0.30 6.04
Cl17 -5.83 0.65 4.08
Cl18 -7.08 3.01 5.21
H21 -5.85 1.33 6.32
C19 1.27 0.18 3.09
Cl19 0.84 -0.33 4.72
Cl20 2.02 1.77 3.10
Cl21 2.33 -1.01 2.31
H22 0.36 0.23 2.50
C20 2.80 -5.64 -0.63
Cl22 2.11 -5.26 -2.22
Cl23 4.53 -6.00 -0.78
Cl24 2.54 -4.32 0.50
H23 2.30 -6.52 -0.25
C21 5.13 -4.28 3.95
Cl25 6.76 -3.60 3.96
Cl26 3.93 -3.01 3.69
Cl27 4.98 -5.51 2.69
H24 4.94 -4.74 4.91
C22 -11.76 2.77 5.78
Cl28 -12.35 1.11 5.81
Cl29 -12.09 3.59 7.30
Cl30 -10.02 2.81 5.44
H25 -12.27 3.30 4.99
C23 9.18 2.68 4.73
Cl31 8.71 0.98 4.62
Cl32 8.95 3.28 6.37
Cl33 10.85 2.90 4.21
H26 8.54 3.25 4.07
C24 -0.32 -6.83 2.31
Cl34 0.81 -7.87 1.43
Cl35 0.54 -5.84 3.49
Cl36 -1.24 -5.83 1.19
H27 -1.01 -7.47 2.84
C25 -10.84 2.19 -1.48
Cl37 -11.09 1.48 0.12
Cl38 -12.14 1.73 -2.58
Cl39 -10.70 3.94 -1.37
H28 -9.91 1.80 -1.88
C26 7.33 -7.33 -8.19
Cl40 9.07 -7.05 -8.25
Cl41 6.53 -6.02 -7.29
Cl42 6.66 -7.47 -9.81
H29 7.15 -8.25 -7.67
C27 -1.97 -10.22 -1.07
Cl43 -0.63 -9.12 -1.39
Cl44 -1.37 -11.79 -0.52
Cl45 -3.08 -9.53 0.12
H30 -2.51 -10.37 -1.99
C28 -14.45 6.57 6.08
Cl46 -13.49 5.55 5.00
Cl47 -14.22 8.27 5.68
Cl48 -16.15 6.13 6.01
H31 -14.10 6.41 7.09
C29 -9.78 7.38 6.96
Cl49 -11.27 6.58 7.46
Cl50 -9.10 6.57 5.54
Cl51 -10.04 9.09 6.62
H32 -9.06 7.30 7.76
C30 10.15 1.65 9.82
Cl52 9.67 -0.05 9.69
Cl53 9.92 2.23 11.47
Cl54 11.82 1.87 9.31
H33 9.52 2.23 9.17
C31 -6.67 9.40 4.62
Cl55 -5.57 8.17 3.97
Cl56 -5.82 10.49 5.71
Cl57 -7.44 10.30 3.31
H34 -7.44 8.89 5.18
C32 0.04 1.35 -8.74
Cl58 0.01 2.52 -7.41
Cl59 -1.24 0.16 -8.54
Cl60 -0.09 2.17 -10.29
H35 0.99 0.84 -8.72

2S+1   1
Net charge   +1
HOMO   -11.7 eV

=====

Entry 3:
Entry from OMol25: a molecular structure, C18H64N4O14Pd in a non-equilibrium geometry (ωB97M-V with the def2-TZVPD basis set).

Cartesian coordinates (Å):
Pd1 6.89 -15.24 34.71
O1 7.98 -16.20 36.41
C1 8.30 -15.06 37.23
C2 7.41 -13.73 37.20
O2 6.87 -13.24 36.00
H1 9.26 -14.80 36.78
H2 8.44 -15.28 38.29
H3 7.94 -12.88 37.62
H4 6.56 -13.75 37.88
C3 7.50 -9.97 44.59
C4 6.70 -10.65 43.54
C5 7.44 -11.10 42.25
O3 7.70 -10.03 41.39
C6 8.46 -10.51 40.31
N1 6.00 -11.73 44.17
H5 6.84 -9.67 45.41
H6 7.95 -9.07 44.17
H7 8.32 -10.58 44.97
H8 5.85 -10.02 43.27
H9 6.76 -11.76 41.71
H10 8.29 -11.71 42.55
H11 7.84 -11.07 39.61
H12 9.16 -11.32 40.52
H13 8.95 -9.70 39.79
H14 5.36 -11.40 44.88
H15 5.50 -12.19 43.42
C7 12.24 -13.82 44.59
C8 10.72 -13.67 44.69
C9 9.94 -14.54 43.71
O4 10.35 -14.05 42.42
C10 9.53 -14.34 41.35
N2 10.34 -14.04 46.11
H16 12.66 -13.45 43.65
H17 12.40 -14.90 44.58
H18 12.86 -13.42 45.39
H19 10.47 -12.61 44.58
H20 8.88 -14.36 43.91
H21 10.10 -15.61 43.86
H22 9.78 -13.83 40.42
H23 8.49 -14.10 41.54
H24 9.61 -15.42 41.22
H25 10.56 -15.02 46.16
H26 10.84 -13.57 46.85
C11 13.73 -13.32 40.41
C12 12.68 -12.71 39.47
C13 11.89 -13.65 38.57
O5 12.71 -14.33 37.61
C14 12.03 -15.13 36.69
N3 11.76 -11.92 40.32
H27 14.28 -12.68 41.10
H28 14.51 -13.68 39.74
H29 13.38 -14.15 41.02
H30 13.17 -11.92 38.90
H31 11.06 -13.15 38.08
H32 11.36 -14.41 39.14
H33 12.77 -15.61 36.05
H34 11.22 -14.63 36.16
H35 11.62 -16.02 37.17
H36 11.55 -12.31 41.24
H37 12.27 -11.12 40.66
C15 1.20 -12.93 41.05
C16 2.54 -13.12 41.83
C17 3.77 -12.71 41.07
O6 4.92 -13.03 41.86
C18 5.52 -14.27 41.69
N4 2.46 -12.26 43.07
H38 1.15 -13.49 40.11
H39 1.14 -11.91 40.66
H40 0.27 -13.06 41.59
H41 2.76 -14.17 42.04
H42 3.84 -11.65 40.80
H43 3.79 -13.18 40.09
H44 6.31 -14.35 42.44
H45 6.08 -14.25 40.75
H46 4.80 -15.09 41.65
H47 1.98 -11.38 42.89
H48 3.43 -11.98 43.14
O7 8.55 -14.48 33.59
H49 9.05 -14.67 32.80
H50 9.02 -13.75 34.01
O8 4.08 -13.34 37.32
H51 3.97 -14.22 37.67
H52 4.96 -13.33 36.95
O9 9.13 -18.71 36.26
H53 8.79 -17.83 36.15
H54 9.31 -18.78 37.20
O10 5.00 -10.39 37.94
H55 4.04 -10.36 37.97
H56 5.19 -11.30 37.72
O11 9.57 -11.63 35.18
H57 9.11 -10.79 35.28
H58 8.96 -12.28 35.55
O12 5.05 -16.25 35.43
H59 5.10 -16.96 36.08
H60 4.12 -16.00 35.43
O13 5.80 -17.97 37.53
H61 6.40 -17.25 37.37
H62 6.36 -18.74 37.59
O14 6.76 -10.57 35.78
H63 6.62 -11.50 35.92
H64 6.57 -10.16 36.62

2S+1   4
Net charge   -1
HOMO (alpha / beta)   -1.2 / -5.9 eV

=====

Entry 4:
Entry from OMol25: 2 unconnected molecules or ions with the total composition C8H6NO in a non-equilibrium geometry (ωB97M-V with the def2-TZVPD basis set).

Cartesian coordinates (Å):
C1 -3.65 -0.84 -1.45
C2 2.21 1.08 0.16
C3 2.10 0.10 1.05
C4 1.15 1.49 -0.62
C5 0.97 -0.67 1.12
C6 -0.08 0.84 -0.47
C7 -0.08 -0.36 0.24
C8 -1.06 -1.30 0.52
N1 -2.70 -0.66 -0.88
O1 -1.43 -2.20 1.07
H1 -4.70 -1.01 -1.80
H2 3.17 1.65 -0.12
H3 2.86 0.01 1.90
H4 1.33 2.26 -1.33
H5 0.73 -1.46 1.87
H6 -0.81 1.07 -1.27

2S+1   1
Net charge   +1
HOMO   -14.3 eV
Energy above the lowest of the compared OMol25 structures with the same formula, charge and spin   1.79 kJ/mol

=====

Number 1: E -1479.97982 Eh. Number 2: E -29255.25676 Eh. Number 3: E -2124.23081 Eh. Number 4: E -438.09899 Eh.